Record 1
Formula: C3H10S2
Source: OMol25
Level of theory: wB97M-V/def2-TZVPD

Output
LUMO level = 0.7 eV
Total charge = 0
M = 110.247 g/mol
Energy above the lowest of the compared OMol25 structures with the same formula, charge and spin = 1.678 eV
SMILES = CCS.CS

```
15
Properties=species:S:1:pos:R:3:forces:R:3
C 3.395 1.405 -0.649 -0.4 0.1 -1.4
C 1.802 1.417 -0.804 0.5 -0.2 0.5
S 0.893 0.250 0.291 -0.7 0.0 0.2
H 3.885 0.907 -1.550 -0.7 0.5 1.3
H 3.783 2.422 -0.622 -0.3 0.3 -0.5
H 3.862 1.053 0.260 -0.6 -0.9 0.4
H 1.535 1.079 -1.827 0.2 0.9 0.6
H 1.350 2.373 -0.460 0.7 -0.4 -1.0
H -0.382 0.792 0.126 1.3 -0.4 0.0
C -2.864 -1.895 1.036 -4.0 3.2 -4.5
S -4.385 -2.857 0.903 -1.1 1.1 -0.3
H -2.188 -2.475 0.639 3.9 -3.3 -1.8
H -2.615 -1.648 1.964 0.8 1.5 3.8
H -2.894 -1.031 0.209 0.0 -1.5 2.4
H -5.177 -1.792 0.485 0.5 -1.1 0.5
```
Positions in Å, forces in eV/Å.

These are the Mulliken partial charges, in e, on atoms 1 to 4: -0.916 -0.430 -0.235 0.244

Record 2
Formula: C3H10S2
Source: OMol25
Level of theory: wB97M-V/def2-TZVPD

Output
LUMO level = 0.7 eV
Total charge = 0
M = 110.247 g/mol
Energy above the lowest of the compared OMol25 structures with the same formula, charge and spin = 0.983 eV
SMILES = CCS.CS

```
15
Properties=species:S:1:pos:R:3:forces:R:3
C -1.566 0.582 1.784 -0.2 3.0 0.5
C -0.843 0.843 0.431 -1.4 0.6 1.3
S -2.028 1.622 -0.772 0.5 -0.2 0.4
H -2.575 0.247 1.646 -0.5 -0.3 -0.3
H -1.138 -0.021 2.584 0.7 -0.1 -0.5
H -1.672 1.655 2.221 0.0 -1.8 -0.4
H -0.587 -0.095 -0.027 1.0 0.1 -0.1
H -0.107 1.639 0.625 0.4 -1.0 -0.5
H -2.131 0.464 -1.399 -0.4 -0.2 -0.5
C 1.646 -1.265 -1.349 -0.7 -1.2 0.2
S 3.379 -1.461 -1.060 1.5 0.0 0.1
H 1.304 -0.249 -1.347 -0.1 0.4 -0.2
H 1.106 -1.869 -0.601 0.0 0.5 -0.2
H 1.476 -1.767 -2.308 -0.2 0.5 0.1
H 3.736 -0.326 -0.426 -0.4 -0.1 -0.1
```
Positions in Å, forces in eV/Å.

These are the Mulliken partial charges, in e, on atoms 1 to 4: -0.940 -0.206 -0.171 0.311

Record 3
Formula: C3H10S3
Source: OMol25
Level of theory: wB97M-V/def2-TZVPD

Output
LUMO level = -0.9 eV
Total charge = 0
M = 142.314 g/mol
Energy above the lowest of the compared OMol25 structures with the same formula, charge and spin = 2.875 eV
SMILES = CCS.CSS

```
16
Properties=species:S:1:pos:R:3:forces:R:3
C 1.831 1.172 -0.920 -1.9 -1.9 -1.9
C 1.623 -0.444 -0.896 -0.5 2.7 -1.6
S 3.208 -1.179 -1.426 -0.2 -0.3 0.2
H 2.202 1.304 -1.966 0.3 0.5 1.1
H 0.884 1.776 -0.906 0.6 -0.8 0.4
H 2.477 1.445 -0.137 1.0 0.6 0.6
H 0.806 -0.598 -1.651 0.8 -0.4 0.8
H 1.337 -0.837 0.069 0.0 -0.1 0.1
H 3.451 -0.394 -2.495 -0.2 -0.1 0.2
C -2.315 -0.165 2.722 -1.4 -1.5 -1.6
S -1.943 -0.170 0.833 3.2 2.5 -0.2
S -2.530 -0.775 -1.084 -1.2 -1.0 1.3
H -2.239 -1.304 2.948 0.1 2.5 0.7
H -1.581 0.695 3.081 -1.4 -2.4 -0.8
H -3.373 0.181 2.630 0.9 -0.3 1.2
H -3.838 -0.709 -0.800 -0.2 0.1 -0.6
```
Positions in Å, forces in eV/Å.

These are the Mulliken partial charges, in e, on atoms 1 to 4: -0.940 -0.305 -0.206 0.328

Record 4
Formula: C3H10S4
Source: OMol25
Level of theory: wB97M-V/def2-TZVPD

Output
LUMO level = -1.0 eV
Total charge = 0
M = 174.381 g/mol
Energy above the lowest of the compared OMol25 structures with the same formula, charge and spin = 2.106 eV

```
17
Properties=species:S:1:pos:R:3:forces:R:3
C 3.019 0.384 -1.713 -0.3 0.6 -0.7
S 2.100 -0.935 -0.912 0.0 -0.2 0.3
S 0.205 -0.386 -1.512 -0.6 -0.3 0.8
H 2.737 1.379 -1.348 0.0 -0.2 0.1
H 2.713 0.331 -2.759 0.3 0.2 0.0
H 4.101 0.286 -1.662 0.0 -0.4 0.2
H -0.342 -0.184 -0.083 1.1 -0.5 -2.1
C 0.732 1.710 1.015 -0.3 2.8 -1.3
S -0.434 0.514 1.472 -2.1 -1.8 1.1
S -2.592 0.292 0.674 2.1 0.1 0.8
C -2.374 -1.364 1.395 -0.1 -0.7 -0.2
H 0.668 2.147 -0.018 -0.1 -0.8 0.8
H 0.511 2.525 1.702 0.8 0.3 0.0
H 1.731 1.285 1.127 -0.2 -0.2 0.2
H -2.304 -1.310 2.488 0.0 0.0 -0.3
H -3.239 -1.977 1.134 -0.2 0.3 0.0
H -1.514 -1.930 0.977 -0.3 0.7 0.2
```
Positions in Å, forces in eV/Å.

These are the Mulliken partial charges, in e, on atoms 1 to 4: -0.765 -0.077 -0.197 0.220

Record 5
Formula: C3H10Si2
Source: OMol25
Level of theory: wB97M-V/def2-TZVPD

Output
LUMO level (alpha / beta) = -0.6 / -0.2 eV
Total charge = 0
M = 102.285 g/mol
Energy above the lowest of the compared OMol25 structures with the same formula, charge and spin = 4.487 eV

```
15
Properties=species:S:1:pos:R:3:forces:R:3
C 1.537 0.096 -1.353 -0.9 -1.0 -0.6
C 0.715 -1.187 -1.354 -0.2 -1.7 0.5
C 0.783 -0.332 -0.180 -0.3 0.5 0.5
Si 0.487 -0.603 1.585 2.3 -0.4 -0.5
Si -2.107 1.182 0.057 1.3 0.4 0.7
H 2.606 0.041 -1.424 0.4 -0.2 0.2
H 1.098 0.748 -2.053 -0.4 1.5 -0.4
H -0.264 -1.513 -1.750 0.4 1.3 -0.5
H 1.247 -2.117 -1.280 0.7 -0.4 0.2
H 0.544 0.560 2.380 -0.1 1.2 0.8
H 1.480 -1.564 2.172 0.1 0.2 -0.1
H -0.684 -1.312 1.631 -2.3 -1.1 0.3
H -3.430 0.654 0.344 -0.4 -0.1 -0.1
H -1.576 1.015 -1.297 -0.3 0.3 -0.3
H -1.810 2.484 0.791 -0.2 -0.6 -0.6
```
Positions in Å, forces in eV/Å.

These are the Mulliken partial charges, in e, on atoms 1 to 4: -0.376 -0.548 0.049 0.316

Record 6
Formula: C3H11AgAlFNP
Source: OMol25
Level of theory: wB97M-V/def2-TZVPD

Output
LUMO level (alpha / beta) = -5.9 / -6.3 eV
Total charge = +1
Spin multiplicity = 2
M = 245.950 g/mol
<S²> = 0.76

```
19
Properties=species:S:1:pos:R:3:forces:R:3
N 1.773 -1.648 1.453 0.0 2.1 -1.3
P 2.623 -0.963 0.255 0.6 -2.0 0.5
Al 1.693 1.213 -0.005 -1.5 2.2 -0.8
C -0.180 0.851 -0.793 0.5 -1.1 0.6
C -1.276 0.588 0.304 -0.6 -0.3 -1.5
C -2.008 -0.768 0.029 0.8 0.9 1.4
F -2.381 -0.876 -1.379 1.6 -0.8 0.5
H 1.086 -0.999 1.848 -0.1 -1.0 0.7
H 2.436 -1.655 -0.987 0.5 0.2 0.5
H 4.024 -0.944 0.544 -0.5 -0.2 -0.4
H 1.638 2.008 1.363 0.1 -0.4 0.3
H 2.544 1.956 -1.139 0.4 -0.5 0.0
H -0.069 -0.079 -1.409 -0.2 0.7 0.3
H -0.480 1.647 -1.501 0.2 -0.3 0.5
H -2.019 1.414 0.237 0.3 -0.3 0.3
H -0.902 0.568 1.346 -0.2 0.0 -0.4
H -1.346 -1.604 0.326 -0.6 0.2 -0.7
H -2.978 -0.811 0.590 0.7 -0.4 -0.2
Ag -4.177 0.100 -1.082 -1.9 1.1 -0.3
```
Positions in Å, forces in eV/Å.

These are the Mulliken partial charges, in e, on atoms 1 to 4: -0.457 0.241 0.274 -0.744

Sequential strongest force on any atom output: 0.1322, 0.0596, 0.0804, 0.0596, 0.0500, 0.0546 hartree/bohr